i:
Here is a single C3H4F3N molecule from the Open Molecules 2025 dataset. Energies are from the ωB97M-V functional and the def2-TZVPD basis.

The net charge is 0. Its multiplicity is 1. Its lowest unoccupied orbital energy is 0.92 eV.

Last column: Mulliken charge in e.
Positions of all 11 atoms, in Å:
F: 2.784 1.719 0.274  -0.264
C: 1.688 1.388 0.973  0.777
F: 0.950 2.497 1.077  -0.279
F: 2.113 1.092 2.216  -0.277
C: 0.960 0.220 0.370  -0.253
C: -0.632 0.309 0.120  -0.316
N: 0.354 0.435 -0.924  -0.499
H: 1.370 -0.740 0.657  0.382
H: -1.179 -0.613 0.257  0.278
H: -1.121 1.225 0.406  0.213
H: 0.425 -0.346 -1.566  0.238

ii:
Here is a single C3H4F3N molecule from the Open Molecules 2025 dataset. Energies are from the ωB97M-V functional and the def2-TZVPD basis.

The net charge is 0. Its multiplicity is 1. Its lowest unoccupied orbital energy (alpha / beta) is -0.08 / -0.08 eV.

Last column: Mulliken charge in e.
Positions of all 11 atoms, in Å:
C: 1.456 -0.325 -0.644  -0.374
C: -0.071 0.183 0.633  -0.584
C: -1.431 -0.056 0.094  0.942
N: 0.881 0.916 -0.189  -0.424
F: -2.099 1.082 -0.174  -0.268
F: -1.467 -0.773 -1.048  -0.289
F: -2.182 -0.731 0.982  -0.287
H: 2.186 -0.867 -0.060  0.331
H: 1.044 -0.740 -1.543  0.266
H: 0.179 -0.206 1.608  0.435
H: 1.502 1.517 0.341  0.254

i is the most stable structure; the next one sits 43.7 kcal/mol above it.

i:
Here is a single C5H7OP molecule from the Open Molecules 2025 dataset. Energies are from the ωB97M-V functional and the def2-TZVPD basis.

The net charge is 0. Its multiplicity is 1. Its lowest unoccupied orbital energy (alpha / beta) is -1.14 / -1.21 eV.

Last column: Mulliken charge in e.
Positions of all 14 atoms, in Å:
C: 0.348 0.595 1.640  -0.045
C: -1.009 0.055 1.699  0.355
C: 1.142 0.928 0.478  -0.731
C: -1.053 -0.744 0.485  -0.334
C: 0.028 -0.287 -2.174  -1.179
O: -1.726 0.065 2.679  -0.648
P: 0.513 -0.809 -0.439  0.190
H: 0.879 0.283 2.600  0.209
H: 0.738 1.576 -0.175  0.382
H: 2.218 0.827 0.565  0.354
H: -1.625 -1.737 0.425  0.320
H: 0.859 -0.353 -2.907  0.355
H: -0.736 0.555 -2.170  0.346
H: -0.575 -0.955 -2.707  0.427

ii:
Here is a single C5H7OP molecule from the Open Molecules 2025 dataset. Energies are from the ωB97M-V functional and the def2-TZVPD basis.

The net charge is 0. Its multiplicity is 1. Its lowest unoccupied orbital energy is 0.01 eV.

Last column: Mulliken charge in e.
Positions of all 14 atoms, in Å:
C: 1.463 0.703 1.952  -0.634
O: 0.462 0.798 0.886  -0.267
P: 0.884 0.233 -0.731  -0.090
C: -0.282 -1.233 -0.594  -0.350
C: -1.364 -1.058 -1.368  -0.297
C: -1.351 0.203 -2.145  -0.226
C: -0.352 1.027 -1.795  -0.281
H: 2.426 1.247 1.878  0.296
H: 1.826 -0.341 2.194  0.261
H: 0.895 0.947 2.951  0.237
H: 0.032 -2.093 0.151  0.274
H: -2.265 -1.626 -1.451  0.366
H: -2.180 0.531 -2.731  0.372
H: -0.325 2.030 -2.266  0.339

ii is the most stable structure; the next one sits 40.8 kcal/mol above it.

i:
Here is 6 unconnected molecules or ions with the total composition C6H25NO6 from the Open Molecules 2025 dataset. Energies are from the ωB97M-V functional and the def2-TZVPD basis.

The net charge is 0. Its multiplicity is 1. Its lowest unoccupied orbital energy is 0.41 eV.

Last column: Mulliken charge in e.
Positions of all 38 atoms, in Å:
C: 2.354 1.193 -1.808  -1.487
C: 1.358 0.706 -0.854  1.321
C: 1.228 1.735 0.306  -0.911
C: 0.809 1.188 1.606  -0.609
C: -0.785 1.573 1.810  -0.758
N: -1.583 0.452 1.241  -0.081
C: -2.491 -0.248 2.133  -0.340
O: -3.187 -1.289 1.476  -0.539
H: 3.176 1.797 -1.312  0.300
H: 1.984 1.916 -2.564  0.331
H: 2.893 0.415 -2.424  0.339
H: 0.332 0.570 -1.259  -0.051
H: 1.715 -0.230 -0.449  -0.468
H: 0.736 2.578 0.079  0.519
H: 2.336 2.168 0.436  0.303
H: 0.967 0.092 1.604  0.236
H: 1.345 1.515 2.453  0.386
H: -1.007 2.401 1.064  0.285
H: -1.179 1.894 2.816  0.424
H: -1.045 -0.158 0.801  0.006
H: -3.223 0.528 2.517  0.319
H: -1.931 -0.824 2.916  0.294
H: -3.287 -1.158 0.468  0.343
O: 2.865 -2.662 -1.029  -0.686
H: 2.455 -2.384 -0.157  0.327
H: 3.536 -1.961 -1.302  0.314
O: -3.020 -0.403 -1.864  -0.614
H: -2.664 0.397 -1.739  0.263
H: -2.428 -1.029 -2.046  0.313
O: 1.241 -2.263 1.607  -0.550
H: 0.516 -2.140 1.238  0.230
H: 1.088 -2.835 2.345  0.283
O: 0.103 -2.836 -1.552  -0.571
H: 0.984 -3.142 -1.823  0.312
H: -0.428 -3.607 -1.385  0.284
O: -1.744 1.988 -2.025  -0.690
H: -2.483 2.464 -2.105  0.234
H: -1.534 1.598 -1.221  0.389

ii:
Here is 6 unconnected molecules or ions with the total composition C6H25NO6 from the Open Molecules 2025 dataset. Energies are from the ωB97M-V functional and the def2-TZVPD basis.

The net charge is 0. Its multiplicity is 1. Its lowest unoccupied orbital energy is 0.38 eV.

Last column: Mulliken charge in e.
Positions of all 38 atoms, in Å:
C: -0.082 -1.088 2.800  -1.295
C: -0.817 -0.803 1.484  -0.304
N: 0.075 -0.209 0.444  0.200
C: -0.429 1.053 -0.131  0.039
C: -0.026 2.254 0.700  -1.371
C: -0.005 1.204 -1.611  0.575
C: -1.078 1.755 -2.572  -1.399
O: 1.127 2.066 -1.648  -0.578
H: 1.000 -1.140 2.702  0.253
H: -0.293 -0.253 3.457  0.272
H: -0.371 -1.978 3.357  0.385
H: -1.609 -0.079 1.604  0.466
H: -1.089 -1.784 1.107  0.307
H: 1.012 -0.014 0.777  0.136
H: -1.521 1.014 -0.120  0.331
H: 1.038 2.237 0.965  0.135
H: -0.544 2.195 1.663  0.323
H: -0.086 3.245 0.269  0.399
H: 0.344 0.224 -1.917  -0.215
H: -1.080 1.262 -3.544  0.335
H: -0.854 2.818 -2.640  0.445
H: -2.122 1.664 -2.254  0.334
H: 1.218 2.630 -2.416  0.342
O: -3.982 -0.775 0.781  -0.630
H: -4.149 -0.342 -0.056  0.294
H: -3.604 -1.647 0.654  0.319
O: 4.156 -1.107 -0.381  -0.639
H: 3.728 -0.784 0.415  0.305
H: 4.453 -0.345 -0.883  0.311
O: 2.592 0.768 2.677  -0.574
H: 2.453 0.633 3.615  0.306
H: 2.211 1.619 2.511  0.311
O: -2.287 -2.138 -1.144  -0.660
H: -1.463 -2.588 -1.434  0.390
H: -1.826 -1.296 -0.998  0.191
O: 0.497 -2.216 -1.714  -0.791
H: 0.560 -1.535 -1.006  0.427
H: 0.621 -3.039 -1.221  0.324

ii is the most stable structure; the next one sits 59.6 kcal/mol above it.

i:
Here is 2 unconnected molecules or ions with the total composition C3H8NS from the Open Molecules 2025 dataset. Energies are from the ωB97M-V functional and the def2-TZVPD basis.

The net charge is -1. Its multiplicity is 1. Its lowest unoccupied orbital energy is 4.15 eV.

Last column: Mulliken charge in e.
Positions of all 13 atoms, in Å:
S: -2.319 -0.883 -0.863  -0.757
H: -3.389 -0.912 -1.666  -0.078
C: 1.060 1.890 -0.676  -0.912
C: 0.387 0.857 -0.107  0.219
N: 0.932 -0.147 0.691  -0.313
C: 0.086 -1.293 0.969  -0.904
H: 2.102 2.157 -0.508  0.273
H: 0.457 2.583 -1.290  0.241
H: -0.710 0.805 -0.166  0.065
H: 1.916 -0.351 0.472  0.241
H: 0.516 -1.928 1.748  0.283
H: -0.866 -0.903 1.329  0.341
H: -0.172 -1.876 0.067  0.303

ii:
Here is 2 unconnected molecules or ions with the total composition C3H8NS from the Open Molecules 2025 dataset. Energies are from the ωB97M-V functional and the def2-TZVPD basis.

The net charge is -1. Its multiplicity is 1. Its lowest unoccupied orbital energy is 4.10 eV.

Last column: Mulliken charge in e.
Positions of all 13 atoms, in Å:
C: 0.727 0.214 -3.121  -0.797
S: 1.078 0.863 -1.455  -0.671
H: 1.052 0.817 -3.970  0.244
H: 1.215 -0.764 -3.208  0.182
H: -0.345 0.033 -3.282  0.198
C: -1.497 -0.272 2.504  -0.779
C: -0.530 -0.508 1.612  0.166
N: 0.784 -0.086 1.679  -0.538
H: -1.234 0.324 3.365  0.237
H: -2.500 -0.557 2.214  0.236
H: -0.783 -0.907 0.638  0.224
H: 0.911 0.712 2.286  0.216
H: 1.125 0.134 0.737  0.082

iii:
Here is a gas-phase ion, C3H8NS (charge -1) from the Open Molecules 2025 dataset. Energies are from the ωB97M-V functional and the def2-TZVPD basis.

The net charge is -1. Its multiplicity is 1. Its lowest unoccupied orbital energy is 4.13 eV.

Last column: Mulliken charge in e.
Positions of all 13 atoms, in Å:
N: 1.462 2.163 -0.582  -0.691
C: 0.384 1.218 -0.205  -0.352
C: 0.799 -0.223 -0.487  -0.466
C: 0.170 -1.204 0.492  -0.868
S: -1.667 -1.197 0.407  -0.702
H: 1.150 3.095 -0.326  0.219
H: 2.272 1.956 0.002  0.225
H: 0.126 1.265 0.868  0.238
H: -0.521 1.496 -0.725  0.367
H: 0.469 -0.529 -1.475  0.161
H: 1.897 -0.245 -0.457  0.326
H: 0.480 -0.945 1.518  0.261
H: 0.502 -2.231 0.339  0.282

iii is the most stable structure; the next one sits 10.9 kcal/mol above it.